1.
Below is 2 unconnected molecules or ions with the total composition C11H13N2P, with properties calculated with wB97M-V/def2-TZVPD.

Last column: Mulliken charge in e.
Element x y z (Å)
C (1.01, 2.08, -1.80)  -0.188
C (1.03, 2.65, -0.51)  -0.956
C (-0.01, 1.25, -2.23)  -0.754
C (-0.02, 2.20, 0.34)  -0.257
C (-0.94, 0.75, -1.31)  1.218
C (-1.05, 1.31, -0.04)  0.377
C (1.27, -2.65, 1.67)  -0.506
C (0.43, -2.74, 2.73)  -0.406
C (0.78, -1.88, 0.58)  -0.107
C (-1.04, -2.26, 2.49)  -0.499
C (-1.98, -0.17, -1.87)  -1.349
N (-0.43, -1.32, 0.46)  0.277
N (-1.36, -1.53, 1.33)  -0.558
P (-2.28, 0.92, 1.23)  0.033
H (1.78, 2.42, -2.47)  0.380
H (1.99, 3.09, -0.16)  0.335
H (0.05, 0.76, -3.24)  0.263
H (-0.04, 2.66, 1.36)  0.136
H (2.24, -3.04, 1.79)  0.410
H (0.71, -3.21, 3.64)  0.400
H (1.57, -1.55, -0.23)  0.268
H (-1.61, -3.17, 2.41)  0.300
H (-1.49, -1.72, 3.42)  0.262
H (-1.49, -0.88, -2.68)  0.328
H (-2.24, -0.80, -0.99)  0.359
H (-2.89, 0.42, -2.24)  0.271
H (-1.57, 1.54, 2.23)  -0.036

Output
E_HOMO (alpha / beta)   -7.812 / -6.855 eV
2S+1   1
Calculated total energy   -23881.271 eV
LUMO (alpha / beta)   -0.538 / -0.984 eV
Frontier orbital gap (alpha / beta)   7.274 / 5.871 eV

---

2.
Below is a single C11H13N3 molecule, with properties calculated with wB97M-V/def2-TZVPD.

Last column: Mulliken charge in e.
Element x y z (Å)
N (-2.72, -0.20, -0.85)  -0.747
N (-1.47, -0.49, -1.44)  -0.222
C (-0.32, -0.59, -0.56)  1.686
C (-0.04, 0.78, 0.04)  -0.267
C (-0.02, 1.90, -0.80)  -0.563
C (0.23, 3.13, -0.24)  -0.529
C (0.47, 3.22, 1.12)  -0.398
C (0.43, 2.06, 1.86)  -0.334
N (0.18, 0.87, 1.34)  -0.296
C (0.86, -1.00, -1.40)  -1.110
C (1.81, -1.83, -0.98)  -0.343
C (1.78, -2.42, 0.34)  -0.283
C (0.70, -2.35, 1.11)  -0.735
C (-0.56, -1.70, 0.67)  -0.794
H (-2.92, -0.79, -0.04)  0.305
H (-2.71, 0.77, -0.54)  0.287
H (-1.58, -1.35, -1.97)  0.353
H (-0.23, 1.77, -1.85)  0.445
H (0.25, 4.02, -0.86)  0.406
H (0.68, 4.17, 1.59)  0.381
H (0.60, 2.07, 2.93)  0.408
H (0.89, -0.56, -2.39)  0.392
H (2.63, -2.09, -1.63)  0.406
H (2.67, -2.94, 0.68)  0.402
H (0.68, -2.81, 2.09)  0.381
H (-1.25, -2.46, 0.29)  0.366
H (-1.03, -1.17, 1.50)  0.403

Output
Structure (SMILES)   NN[C@]1(c2ccccn2)C=CC=CC1
E_HOMO   -8.326 eV
2S+1   1
Calculated total energy   -16086.306 eV
LUMO   0.853 eV
Frontier orbital gap   9.179 eV

---

3.
Below is 2 unconnected molecules or ions with the total composition C11H13N3, with properties calculated with wB97M-V/def2-TZVPD.

Last column: Mulliken charge in e.
Element x y z (Å)
C (1.30, -3.24, -0.86)  -0.050
C (-3.18, 1.45, 1.77)  -0.115
C (2.35, -2.53, -0.30)  -0.736
C (0.31, -2.54, -1.60)  -0.552
C (-3.09, 0.39, 0.89)  -0.668
C (-2.08, 2.26, 1.94)  -0.712
C (2.36, -1.20, -0.36)  0.213
C (0.33, -1.16, -1.64)  -0.519
C (-1.85, 0.14, 0.27)  0.156
C (-0.96, 2.07, 1.09)  0.038
C (1.17, 0.90, -0.90)  0.195
N (1.33, -0.51, -0.95)  0.233
N (-0.86, 1.03, 0.29)  -0.111
N (1.92, 1.67, -0.12)  -0.255
H (1.20, -4.28, -0.61)  0.442
H (-4.18, 1.43, 2.35)  0.323
H (2.97, -3.23, 0.32)  0.360
H (-0.42, -3.07, -2.22)  0.434
H (-3.90, -0.26, 0.73)  0.438
H (-2.07, 3.09, 2.64)  0.379
H (3.06, -0.71, 0.27)  0.316
H (-0.53, -0.67, -2.01)  0.769
H (-1.69, -0.80, -0.41)  0.142
H (-0.29, 2.83, 1.00)  0.352
H (0.66, 1.29, -1.74)  0.421
H (1.90, 2.70, -0.11)  0.348
H (2.71, 1.36, 0.43)  0.160

Output
Charge   +2
E_HOMO   -16.310 eV
2S+1   1
Calculated total energy   -16069.470 eV
LUMO   -9.320 eV
Frontier orbital gap   6.990 eV

---

4.
Below is a single C11H13N5O6 molecule, with properties calculated with wB97M-V/def2-TZVPD.

Last column: Mulliken charge in e.
Element x y z (Å)
N (-3.54, -0.58, 1.23)  -0.665
C (-2.47, -0.11, 1.17)  -0.059
C (-1.16, 0.49, 1.14)  -0.738
C (-0.96, 1.79, 1.54)  0.174
C (0.31, 2.41, 1.58)  -1.040
N (0.36, 3.83, 1.81)  0.913
O (1.44, 4.47, 1.78)  -0.610
O (-0.74, 4.40, 2.04)  -0.651
C (1.46, 1.56, 1.47)  0.888
N (2.70, 1.79, 2.03)  -0.538
O (3.30, 0.57, 2.02)  -0.208
N (2.44, -0.43, 1.41)  0.752
O (2.80, -1.60, 1.42)  -0.702
C (1.31, 0.25, 1.02)  -0.704
C (0.00, -0.41, 0.69)  0.642
N (-0.13, -0.76, -0.73)  -0.015
C (0.98, -1.69, -1.22)  -0.645
C (0.80, -3.07, -0.65)  -0.588
O (-0.56, -3.46, -0.88)  -0.543
C (-0.17, 0.49, -1.63)  -0.485
C (-1.61, 0.82, -1.97)  -0.468
O (-2.23, -0.42, -2.32)  -0.563
H (-1.83, 2.41, 1.79)  0.568
H (-0.06, -1.38, 1.24)  0.705
H (-1.03, -1.25, -0.91)  0.628
H (1.94, -1.25, -0.95)  0.363
H (0.88, -1.69, -2.31)  0.558
H (1.04, -3.08, 0.42)  0.362
H (1.48, -3.74, -1.19)  0.446
H (-0.62, -4.41, -0.72)  0.341
H (0.37, 1.30, -1.14)  0.249
H (0.37, 0.20, -2.54)  0.519
H (-2.12, 1.28, -1.11)  0.324
H (-1.63, 1.51, -2.83)  0.447
H (-3.11, -0.24, -2.68)  0.347

Output
Structure (SMILES)   N#CC1=CC(=[N+]([O-])[O-])c2no[n+]([O-])c2[C@@H]1[NH+](CCO)CCO
E_HOMO   -7.747 eV
2S+1   1
Calculated total energy   -31344.036 eV
LUMO   -0.412 eV
Frontier orbital gap   7.334 eV

---

- Among the records above, which one has the highest calculated total energy?
  number 3